Computed, not measured: a cluster of 6 separate species, C8H24O5 in total, with the ωB97M-V functional and the def2-TZVPD basis.

As for the net charge: 0. The energy above the lowest of the compared OMol25 structures with the same formula, charge and spin comes out at 35.2 kcal per mole. Its SMILES is C=C/C=C(/C)CCC.O.O.O.O.O. The value obtained for the LUMO energy is 0.413 eV.

The geometry in XYZ format:
```
37
C8H24O5 (the ωB97M-V functional and the def2-TZVPD basis)
C 1.598 -1.174 1.507
C 1.597 0.131 1.753
C 1.066 1.128 0.793
C -0.171 1.367 0.358
C -0.545 2.702 -0.255
C -1.276 0.315 0.438
C -1.874 -0.041 1.790
C -2.889 -1.192 1.558
H 1.199 -1.561 0.583
H 1.942 -1.921 2.215
H 1.896 0.599 2.684
H 1.766 1.972 0.780
H -1.585 2.730 -0.580
H 0.073 2.926 -1.124
H -0.475 3.408 0.579
H -2.030 0.658 -0.274
H -0.889 -0.586 -0.041
H -2.357 0.786 2.321
H -1.128 -0.424 2.484
H -3.893 -1.067 1.963
H -2.993 -1.447 0.507
H -2.524 -2.091 2.068
O 2.596 -1.008 -1.157
H 2.666 -0.274 -0.591
H 3.425 -1.289 -1.547
O 0.117 2.152 3.457
H -0.682 1.697 3.728
H -0.065 2.633 2.646
O -1.146 -1.420 -2.700
H -1.466 -2.090 -3.310
H -0.221 -1.685 -2.598
O 1.082 -3.026 -2.226
H 1.139 -3.611 -1.459
H 1.797 -2.411 -2.001
O -0.176 1.116 -3.511
H -0.180 0.238 -3.891
H -0.813 1.080 -2.807
```



Computed, not measured: a structure of composition C30H47BeN4O2P2S, with the ωB97M-V functional and the def2-TZVPD basis.

As for the net charge: +1. The energy above the lowest of the compared OMol25 structures with the same formula, charge and spin comes out at 11.6 kcal per mole. The value obtained for the LUMO energy is -2.079 eV.

The geometry in XYZ format:
```
87
C30H47BeN4O2P2S (the ωB97M-V functional and the def2-TZVPD basis)
Be 0.114 -0.120 0.066
C 0.666 1.105 -3.496
C -0.829 0.900 -3.253
C -1.558 2.241 -3.153
P -1.096 -0.171 -1.773
C -2.935 -0.412 -1.741
C -3.553 -1.036 -2.991
C -3.398 -1.162 -0.495
C -0.285 -1.740 -2.194
C -0.684 -2.589 -3.227
C -0.091 -3.826 -3.404
C 0.885 -4.232 -2.502
C 1.336 -3.385 -1.504
C 0.822 -2.086 -1.378
N 1.277 -1.107 -0.491
C 2.516 -1.088 0.149
C 3.627 -1.879 -0.181
C 4.808 -1.783 0.534
C 4.948 -0.887 1.588
C 3.896 -0.033 1.867
C 2.702 -0.111 1.157
P 1.431 1.178 1.212
C 1.266 1.620 2.998
C 0.474 2.908 3.239
C 0.681 0.454 3.799
C 2.277 2.636 0.439
C 1.267 3.642 -0.123
C 3.239 2.182 -0.662
H 0.822 1.579 -4.466
H 1.218 0.165 -3.484
H 1.086 1.763 -2.734
H -1.241 0.327 -4.086
H -1.177 2.824 -2.312
H -2.634 2.121 -3.018
H -1.398 2.812 -4.070
H -3.297 0.615 -1.653
H -3.350 -2.105 -3.040
H -3.208 -0.572 -3.916
H -4.637 -0.910 -2.945
H -2.901 -2.134 -0.409
H -4.475 -1.342 -0.561
H -3.220 -0.565 0.397
H -1.467 -2.280 -3.904
H -0.403 -4.474 -4.213
H 1.309 -5.226 -2.580
H 2.074 -3.739 -0.801
H 3.582 -2.551 -1.024
H 5.643 -2.416 0.256
H 5.870 -0.830 2.151
H 4.025 0.729 2.628
H 2.294 1.783 3.326
H -0.484 2.885 2.714
H 1.025 3.792 2.914
H 0.282 3.017 4.309
H -0.396 0.377 3.619
H 0.826 0.631 4.867
H 1.161 -0.496 3.548
H 2.857 3.100 1.242
H 0.734 3.204 -0.971
H 1.792 4.534 -0.471
H 0.517 3.946 0.606
H 2.723 1.572 -1.404
H 4.068 1.595 -0.270
H 3.650 3.058 -1.170
C -3.187 5.008 -0.606
N -3.586 4.587 0.727
C -4.400 5.296 1.604
C -4.509 4.566 2.726
N -3.756 3.419 2.514
C -3.185 3.423 1.286
S -2.179 2.258 0.599
H -3.567 6.010 -0.785
H -3.586 4.325 -1.354
H -2.101 5.009 -0.685
H -4.826 6.253 1.349
H -5.045 4.755 3.640
H -3.626 2.664 3.162
N -2.613 -1.359 3.108
C -1.590 -2.405 3.103
C -0.566 -2.165 2.000
O 0.338 -2.887 1.747
O -0.808 -0.971 1.340
H -3.466 -1.667 2.659
H -1.637 -0.615 1.781
H -2.849 -1.064 4.045
H -1.978 -3.415 2.974
H -1.032 -2.397 4.038
```



Computed, not measured: a cluster of 2 separate species, C6H14O in total, with the ωB97M-V functional and the def2-TZVPD basis.

As for the net charge: 0. The energy above the lowest of the compared OMol25 structures with the same formula, charge and spin comes out at 41.5 kcal per mole. Its SMILES is C=CCCCC.O. The value obtained for the LUMO energy is 0.822 eV.

The geometry in XYZ format:
```
21
C6H14O (the ωB97M-V functional and the def2-TZVPD basis)
C -1.607 1.339 -1.635
C -0.684 0.581 -1.016
C -0.976 -0.402 0.056
C 0.191 -1.150 0.734
C 0.097 -1.045 2.277
C 0.559 0.293 2.829
H -2.577 1.369 -1.151
H -1.213 2.075 -2.314
H 0.339 0.908 -1.220
H -1.327 0.297 0.823
H -1.811 -1.076 -0.139
H 0.271 -2.163 0.353
H 1.119 -0.625 0.496
H 0.615 -1.895 2.729
H -0.970 -1.192 2.495
H 1.138 0.250 3.746
H -0.284 0.974 2.931
H 1.283 0.723 2.118
O 1.944 0.430 -5.020
H 1.943 -0.510 -4.935
H 1.949 0.819 -4.158
```



Computed, not measured: a cluster of 4 separate species, C2H12O3S2 in total, with the ωB97M-V functional and the def2-TZVPD basis.

The multiplicity is 2. As for the net charge: +1. The energy above the lowest of the compared OMol25 structures with the same formula, charge and spin comes out at 57.3 kcal per mole. The value obtained for the LUMO energy (spin up / spin down) is -5.594 / -9.073 eV.

The geometry in XYZ format:
```
19
C2H12O3S2 (the ωB97M-V functional and the def2-TZVPD basis)
C 0.956 -0.165 -2.202
C -0.502 -0.721 -2.289
S -0.735 -2.450 -1.501
S 1.094 -2.771 -0.508
H 1.515 -0.896 -2.821
H 1.234 -0.167 -1.145
H 0.993 0.813 -2.545
H -0.569 -0.841 -3.369
H -1.330 -0.029 -1.917
H 0.812 -1.859 0.470
H -0.189 0.147 2.869
H 0.718 -0.804 3.544
O 0.217 -0.035 3.775
H -0.716 -0.771 1.348
H -1.327 0.600 0.679
O -1.492 -0.211 1.205
H -0.454 3.831 2.051
H 0.282 2.886 1.165
O -0.504 3.444 1.190
```



Computed, not measured: a cluster of 2 separate species, C13H22Cl3N2O2 in total, with the ωB97M-V functional and the def2-TZVPD basis.

As for the net charge: +1. The value obtained for the LUMO energy is -3.438 eV.

The geometry in XYZ format:
```
42
C13H22Cl3N2O2 (the ωB97M-V functional and the def2-TZVPD basis)
C -2.168 -1.265 -2.615
C -2.507 -0.559 -1.303
N -1.468 0.405 -0.879
C -1.948 1.120 0.313
C -0.867 1.740 1.198
N -0.364 0.812 2.228
C 0.840 0.376 2.359
C 2.001 0.858 1.565
C 3.206 -0.070 1.479
O 4.290 0.358 1.271
C 0.932 -0.644 3.457
C -0.529 -0.886 3.837
C -1.267 0.349 3.316
C -0.211 -0.269 -0.624
C 0.904 0.073 -1.563
O -0.084 -0.992 0.329
H -1.740 -2.256 -2.441
H -1.458 -0.680 -3.201
H -3.059 -1.391 -3.233
H -3.427 0.024 -1.413
H -2.671 -1.285 -0.491
H -2.591 1.934 -0.034
H -2.572 0.454 0.927
H -0.021 2.077 0.598
H -1.268 2.616 1.717
H 2.353 1.804 2.003
H 1.708 1.083 0.533
H 3.023 -1.156 1.575
H 1.417 -1.540 3.055
H 1.568 -0.280 4.274
H -0.681 -1.015 4.909
H -0.881 -1.783 3.322
H -2.265 0.145 2.936
H -1.336 1.150 4.058
H 0.903 1.139 -1.804
H 0.720 -0.445 -2.515
H 1.868 -0.264 -1.176
C 1.942 -0.370 -5.704
Cl 2.984 1.009 -5.379
Cl 2.459 -1.786 -4.789
Cl 0.256 0.020 -5.337
H 2.006 -0.607 -6.758
```



Computed, not measured: a structure of composition C24H46As5F30N6O4, with the ωB97M-V functional and the def2-TZVPD basis.

As for the net charge: +1. The energy above the lowest of the compared OMol25 structures with the same formula, charge and spin comes out at 331.0 kcal per mole. The value obtained for the LUMO energy is -7.171 eV.

The geometry in XYZ format:
```
115
C24H46As5F30N6O4 (the ωB97M-V functional and the def2-TZVPD basis)
C -0.540 -8.626 -4.475
C 0.012 -7.509 -3.726
O -0.298 -7.308 -2.553
N 1.131 -6.753 -4.460
H 1.832 -6.364 -3.846
H 1.619 -7.475 -4.971
C 0.570 -5.693 -5.451
H -1.452 -8.827 -3.913
H 0.057 -9.538 -4.472
H -0.764 -8.382 -5.513
H 1.350 -5.302 -6.104
H 0.184 -4.941 -4.763
H -0.170 -6.081 -6.151
C 0.295 6.025 9.526
C -0.267 5.852 8.137
O 0.457 5.390 7.238
N -1.561 6.545 7.739
H -1.921 6.295 6.829
H -2.213 6.231 8.443
C -1.463 8.091 7.864
H 0.795 5.090 9.782
H -0.548 6.177 10.200
H 1.040 6.802 9.695
H -1.347 8.317 8.924
H -2.382 8.615 7.601
H -0.635 8.513 7.295
C 6.125 -6.375 3.315
C 6.803 -6.987 2.103
O 7.353 -6.395 1.244
N 6.748 -8.549 2.077
H 7.432 -8.837 1.392
H 7.096 -8.964 2.929
C 5.374 -9.094 1.688
H 5.166 -6.795 3.618
H 6.235 -5.318 3.071
H 6.839 -6.476 4.133
H 5.356 -10.175 1.830
H 5.275 -8.783 0.648
H 4.522 -8.733 2.264
C -0.146 -3.383 3.575
C -0.733 -2.040 3.299
O -1.930 -1.877 3.355
N 0.278 -0.905 3.031
H 0.913 -0.912 3.816
H 0.798 -1.168 2.206
C -0.440 0.487 2.893
H 0.927 -3.415 3.763
H -0.391 -4.012 2.719
H -0.558 -3.823 4.483
H -1.438 0.568 3.324
H -0.454 0.698 1.823
H 0.269 1.222 3.275
C -1.474 3.830 -5.859
N -1.992 3.996 -7.288
C -1.227 3.613 -8.353
C -1.619 3.925 -9.677
C -2.856 4.696 -9.814
C -3.573 4.998 -8.630
C -3.159 4.631 -7.372
C -3.349 5.083 -11.157
C -3.274 4.154 -12.204
C -3.889 4.385 -13.487
N -4.484 5.565 -13.685
C -4.365 6.522 -12.710
C -3.861 6.344 -11.427
C -5.230 5.796 -14.971
H -1.187 4.850 -5.603
H -0.603 3.177 -5.910
H -2.219 3.278 -5.286
H -0.440 2.902 -8.147
H -1.012 3.629 -10.520
H -4.468 5.600 -8.581
H -3.739 4.818 -6.480
H -2.981 3.133 -12.012
H -3.852 3.668 -14.294
H -4.829 7.484 -12.868
H -4.023 7.092 -10.666
H -4.635 5.335 -15.760
H -5.446 6.839 -15.201
H -6.208 5.330 -14.845
As -4.606 1.026 9.234
F -3.814 2.365 10.091
F -3.692 1.448 7.684
F -5.447 -0.291 8.341
F -5.571 0.682 10.724
F -5.874 2.146 8.605
F -3.308 -0.132 9.693
As -3.721 6.327 1.333
F -5.485 6.038 1.463
F -3.626 4.700 0.655
F -1.936 6.596 1.120
F -3.921 7.854 2.236
F -3.495 5.566 2.944
F -3.832 7.000 -0.316
As 1.394 -7.542 8.892
F 1.434 -7.459 10.693
F 3.105 -6.871 8.748
F 1.522 -7.731 7.034
F -0.309 -8.285 8.724
F 0.670 -5.834 8.559
F 2.100 -9.182 9.035
As 5.440 0.536 6.396
F 6.817 1.670 6.817
F 6.421 -0.279 5.139
F 4.079 -0.540 6.026
F 4.405 1.227 7.760
F 4.804 1.631 5.118
F 6.084 -0.631 7.647
As 4.175 -1.653 -1.200
F 3.910 -2.152 0.537
F 3.976 0.019 -0.717
F 4.463 -1.365 -2.940
F 4.277 -3.395 -1.586
F 2.422 -1.763 -1.509
F 5.929 -1.496 -0.922
```



Computed, not measured: a structure of composition C2H3CdF3O3S, with the ωB97M-V functional and the def2-TZVPD basis.

As for the net charge: 0. The energy above the lowest of the compared OMol25 structures with the same formula, charge and spin comes out at 22.2 kcal per mole. The value obtained for the LUMO energy (spin up / spin down) is -2.149 / -2.148 eV.

The geometry in XYZ format:
```
13
C2H3CdF3O3S (the ωB97M-V functional and the def2-TZVPD basis)
O 0.942 1.359 0.795
Cd 2.351 1.466 -0.364
S 0.132 -0.269 -0.501
O -0.514 -1.326 -1.365
O 1.246 0.262 -1.437
C -1.420 0.842 -0.384
F -2.453 0.325 -1.032
F -1.780 0.984 0.886
F -1.151 2.019 -0.934
C 0.588 -1.268 0.915
H 0.661 -2.303 0.563
H 1.612 -0.940 1.206
H -0.216 -1.150 1.653
```



Computed, not measured: an isolated molecule of C4H7NO, with the ωB97M-V functional and the def2-TZVPD basis.

As for the net charge: 0. The energy above the lowest of the compared OMol25 structures with the same formula, charge and spin comes out at 132.1 kcal per mole. The value obtained for the LUMO energy (spin up / spin down) is 0.662 / 0.328 eV.

The geometry in XYZ format:
```
13
C4H7NO (the ωB97M-V functional and the def2-TZVPD basis)
O 2.012 1.667 -0.525
C 1.154 0.629 -0.389
C -0.288 -1.773 -0.261
C -1.039 -0.630 -0.010
N -0.802 -0.099 1.284
C -0.124 0.748 0.153
H 1.699 2.418 -0.003
H 1.578 -0.280 -0.803
H -0.279 -2.523 0.522
H 0.254 -1.938 -1.182
H -1.938 -0.288 -0.538
H -1.658 0.326 1.675
H -0.569 1.744 0.077
```



Which value of net charge does entry 1 give?
0